Record 1
The following is a DFT calculation (ωB97M-V/def2-TZVPD) of C40H76BrF3O29S as an isolated structure at a distorted geometry.

XYZ file:
```
150
Properties=species:S:1:pos:R:3:forces:R:3:mulliken_charge:R:1
C 4.497 -0.482 2.162 0.309 -0.071 0.168 -1.472
C 5.367 -1.387 1.301 -0.063 0.396 0.450 0.011
C 6.059 -2.448 2.159 0.084 0.574 -1.318 -0.529
Br 7.848 -1.767 2.638 -0.134 -0.046 0.256 -0.121
C 6.254 -3.783 1.485 0.871 -0.459 0.786 -0.496
O 6.596 -3.750 0.081 -0.039 0.117 0.032 -0.464
S 6.751 -5.288 -0.279 0.836 -0.544 -0.530 0.976
O 6.678 -5.465 -1.679 -1.006 0.337 -0.217 -0.626
O 7.858 -5.909 0.359 0.057 0.369 0.669 -0.570
O 5.427 -5.732 0.482 -0.314 -0.388 -0.568 -0.197
C 5.222 -4.927 1.642 0.179 0.620 0.853 0.187
C 3.760 -4.653 1.894 -0.398 -0.376 -0.575 -0.679
C 2.948 -4.478 0.627 -0.435 0.165 0.105 -0.511
O 3.370 -3.331 -0.068 -0.108 0.114 0.101 -0.476
C 1.429 -4.334 0.965 -0.131 0.649 -0.275 0.949
F 1.190 -4.354 2.315 -0.055 -0.378 -1.126 -0.286
F 0.685 -5.306 0.354 0.563 0.776 0.905 -0.300
F 0.975 -3.139 0.524 -0.038 -0.811 0.237 -0.248
H 3.895 -1.046 2.866 -0.366 -0.171 -0.007 0.365
H 3.862 0.164 1.573 -0.182 0.103 -0.194 0.329
H 5.145 0.143 2.768 0.083 0.234 0.150 0.372
H 4.816 -1.836 0.491 -0.211 -0.183 -0.002 0.025
H 6.129 -0.757 0.865 0.220 0.003 -0.386 0.534
H 5.538 -2.585 3.094 -0.034 -0.199 0.311 0.596
H 7.139 -4.193 1.960 0.193 -0.123 0.069 0.822
H 5.578 -5.448 2.525 0.065 -0.468 0.006 0.359
H 3.349 -5.494 2.440 -0.034 -0.232 0.152 0.653
H 3.638 -3.784 2.528 0.083 0.280 0.130 0.265
H 3.034 -5.341 -0.021 -0.004 -0.351 0.053 0.271
H 3.820 -3.593 -0.869 0.102 -0.091 -0.340 0.265
C -1.730 -2.699 2.142 -0.335 0.063 0.041 -1.079
C -0.807 -1.645 2.714 0.131 -0.364 -0.138 0.004
O -1.490 -0.390 2.877 0.124 0.053 -0.065 -0.408
C -2.281 -0.305 3.939 0.110 0.107 -0.051 0.696
O -2.446 -1.153 4.776 -0.055 -0.151 0.152 -0.566
O -2.854 0.898 3.933 -0.081 0.092 -0.005 -0.382
C -3.782 1.107 4.997 -0.117 0.160 0.116 -0.577
H -2.187 -2.346 1.217 0.110 0.023 -0.058 0.285
H -1.186 -3.614 1.929 0.037 -0.026 0.018 0.230
H -2.537 -2.934 2.835 0.060 -0.005 0.086 0.388
H 0.008 -1.446 2.024 -0.050 0.214 -0.036 0.250
H -0.369 -1.959 3.661 -0.148 0.041 0.090 0.271
H -3.325 0.888 5.960 -0.008 -0.090 0.001 0.217
H -4.668 0.490 4.852 0.034 -0.082 0.054 0.339
H -4.066 2.155 4.966 0.066 0.025 -0.126 0.298
C 4.393 -0.687 -4.315 -0.203 0.075 0.066 -1.083
C 5.358 0.425 -3.966 0.183 -0.321 -0.099 -0.196
O 4.691 1.692 -3.846 0.096 0.044 -0.089 -0.323
C 4.033 1.883 -2.706 -0.052 0.078 -0.181 0.727
O 3.966 1.114 -1.786 0.003 -0.154 0.261 -0.567
O 3.450 3.080 -2.768 0.002 -0.042 0.233 -0.277
C 2.634 3.403 -1.636 -0.093 0.152 0.060 -0.795
H 3.826 -0.432 -5.211 0.070 -0.025 -0.059 0.313
H 4.936 -1.614 -4.493 0.037 0.007 -0.020 0.388
H 3.681 -0.853 -3.507 0.045 -0.010 0.051 0.256
H 6.084 0.561 -4.764 -0.037 0.147 -0.031 0.295
H 5.906 0.208 -3.050 -0.092 0.046 0.084 0.294
H 3.190 3.285 -0.710 0.015 -0.080 0.004 0.311
H 1.745 2.776 -1.623 0.033 -0.073 0.050 0.338
H 2.344 4.442 -1.758 0.038 0.008 -0.098 0.236
C -2.966 -1.293 9.125 -0.226 0.108 0.073 -1.015
C -1.999 -0.273 9.684 0.182 -0.325 -0.130 -0.270
O -2.637 0.993 9.923 0.060 0.048 -0.080 -0.344
C -3.368 1.066 11.032 0.003 0.074 -0.184 0.783
O -3.515 0.198 11.849 -0.020 -0.143 0.168 -0.552
O -3.919 2.279 11.076 -0.075 0.121 0.016 -0.323
C -4.802 2.490 12.180 -0.079 0.126 0.081 -0.679
H -3.456 -0.905 8.231 0.093 -0.036 -0.074 0.196
H -2.438 -2.209 8.863 0.031 0.010 -0.031 0.363
H -3.740 -1.537 9.852 0.047 -0.024 0.059 0.349
H -1.213 -0.062 8.962 -0.032 0.153 -0.014 0.294
H -1.526 -0.625 10.600 -0.103 0.037 0.083 0.375
H -4.312 2.254 13.122 0.007 -0.087 -0.003 0.311
H -5.700 1.886 12.066 0.029 -0.078 0.049 0.301
H -5.068 3.542 12.161 0.046 0.021 -0.093 0.228
C 2.722 4.803 -5.341 -0.176 0.083 0.012 -0.602
C 3.637 5.450 -6.356 0.179 -0.229 0.235 -0.361
O 2.901 6.094 -7.411 0.089 -0.089 -0.074 -0.373
C 2.382 7.277 -7.103 -0.093 -0.133 -0.078 0.816
O 2.498 7.857 -6.057 0.034 0.126 0.172 -0.572
O 1.693 7.710 -8.159 -0.062 0.086 -0.091 -0.350
C 1.004 8.944 -7.945 -0.098 0.120 -0.094 -0.684
H 2.027 4.122 -5.837 0.080 -0.066 -0.015 0.248
H 3.298 4.239 -4.605 -0.057 0.113 -0.223 0.141
H 2.132 5.554 -4.816 0.063 0.040 0.012 0.339
H 4.243 4.696 -6.853 -0.051 0.031 -0.142 0.298
H 4.311 6.166 -5.888 -0.086 0.102 -0.004 0.344
H 1.682 9.712 -7.584 0.015 -0.027 0.080 0.340
H 0.187 8.803 -7.237 0.048 0.022 0.079 0.285
H 0.600 9.238 -8.909 0.025 -0.089 -0.050 0.232
C -1.279 5.521 -8.316 -0.191 0.163 -0.103 -1.138
C -1.595 5.246 -6.863 0.332 -0.194 -0.123 0.428
O -2.562 6.174 -6.338 0.100 0.008 0.100 -0.389
C -3.824 5.935 -6.671 0.108 0.160 -0.034 0.814
O -4.222 5.016 -7.339 -0.117 -0.131 -0.053 -0.601
O -4.581 6.894 -6.145 -0.088 0.060 0.060 -0.358
C -5.968 6.802 -6.479 -0.157 0.067 0.039 -0.637
H -0.968 6.558 -8.445 0.118 -0.026 0.025 0.245
H -0.475 4.870 -8.657 0.039 0.004 0.034 0.370
H -2.149 5.353 -8.948 -0.019 -0.094 0.040 0.380
H -0.706 5.385 -6.250 -0.066 0.124 0.092 0.167
H -1.942 4.225 -6.716 -0.121 0.021 -0.026 -0.115
H -6.363 5.817 -6.240 0.037 -0.047 -0.054 0.301
H -6.116 7.015 -7.536 0.005 -0.084 -0.032 0.287
H -6.476 7.553 -5.883 0.088 0.047 0.038 0.224
C -1.683 -2.286 -9.376 -0.203 0.071 0.054 -1.106
C -0.737 -1.155 -9.035 0.185 -0.305 -0.096 -0.173
O -1.424 0.100 -8.926 0.058 0.026 -0.101 -0.359
C -2.086 0.290 -7.787 0.064 0.126 -0.068 0.781
O -2.126 -0.470 -6.857 -0.034 -0.149 0.160 -0.562
O -2.681 1.477 -7.851 -0.054 0.120 0.009 -0.320
C -3.482 1.805 -6.711 -0.131 0.162 0.163 -0.477
H -2.252 -2.047 -10.275 0.073 -0.021 -0.060 0.292
H -1.125 -3.207 -9.546 0.030 0.007 -0.017 0.356
H -2.393 -2.458 -8.568 0.051 -0.013 0.055 0.314
H -0.013 -1.014 -9.834 -0.040 0.143 -0.032 0.294
H -0.187 -1.356 -8.116 -0.097 0.038 0.082 0.307
H -2.910 1.700 -5.791 0.019 -0.134 -0.011 0.328
H -4.364 1.168 -6.674 0.053 -0.094 0.043 0.369
H -3.789 2.839 -6.832 0.020 -0.035 -0.181 -0.028
C 1.358 -10.063 2.883 0.062 0.054 -0.209 -1.012
C 2.656 -10.487 3.535 -0.294 0.026 0.254 -0.174
O 3.653 -10.833 2.562 -0.007 -0.082 0.031 -0.400
C 4.265 -9.807 1.980 0.046 -0.149 0.033 0.774
O 4.076 -8.641 2.219 -0.049 0.228 0.016 -0.538
O 5.133 -10.289 1.097 0.041 0.024 -0.049 -0.351
C 5.824 -9.277 0.358 0.164 0.147 -0.160 -0.574
H 1.011 -10.832 2.192 -0.035 -0.055 0.069 0.300
H 0.591 -9.899 3.640 0.003 -0.023 0.026 0.359
H 1.486 -9.141 2.318 0.019 0.043 0.054 0.222
H 2.507 -11.390 4.122 0.102 -0.087 -0.078 0.307
H 3.041 -9.715 4.201 0.061 0.068 -0.093 0.287
H 6.287 -8.558 1.028 -0.040 0.046 0.006 0.249
H 5.131 -8.770 -0.312 -0.007 0.082 0.044 0.282
H 6.592 -9.772 -0.228 -0.052 -0.171 0.053 0.282
C -10.322 4.588 6.038 0.088 -0.069 0.202 -1.094
C -9.171 4.496 5.060 -0.330 0.081 -0.179 -0.185
O -7.903 4.455 5.731 0.017 0.112 -0.035 -0.377
C -7.574 3.279 6.254 0.099 0.097 -0.072 0.756
O -8.216 2.266 6.188 -0.125 -0.187 0.020 -0.556
O -6.391 3.411 6.854 0.146 -0.004 0.054 -0.347
C -5.932 2.229 7.513 0.216 -0.139 0.166 -0.596
H -10.183 5.437 6.709 -0.030 0.066 -0.067 0.292
H -11.263 4.714 5.502 0.004 0.020 -0.029 0.355
H -10.390 3.688 6.647 -0.010 -0.050 -0.058 0.314
H -9.133 5.385 4.435 0.142 0.044 0.044 0.290
H -9.270 3.631 4.405 0.053 -0.089 0.087 0.314
H -5.938 1.375 6.839 -0.144 -0.015 -0.007 0.217
H -6.550 2.019 8.385 -0.077 -0.068 -0.049 0.358
H -4.914 2.419 7.840 -0.013 0.179 -0.021 0.246
```
Positions in Å, forces in eV/Å.

Properties
* multiplicity: 1



Record 2
The following is a DFT calculation (ωB97M-V/def2-TZVPD) of a 2-piece molecular cluster, C3H6F2O2 overall at a distorted geometry.

XYZ file:
```
13
Properties=species:S:1:pos:R:3:forces:R:3:nbo_charge:R:1
O -2.375 -0.022 2.152 0.023 -0.995 -0.748 -0.502
C -1.267 0.363 2.098 -0.296 1.989 1.766 0.823
F -1.057 1.621 2.648 0.632 -0.592 -0.643 -0.358
C -0.009 -0.308 1.666 1.320 -1.770 -1.625 -0.130
F 1.172 0.392 1.725 0.192 1.448 0.675 -0.352
H -0.009 -0.493 0.520 -0.947 -0.718 2.024 0.277
H 0.223 -1.176 2.358 -1.046 0.497 -1.134 0.216
C 0.502 -0.251 -2.552 -1.066 -1.126 1.090 -0.245
O 0.595 0.009 -1.170 -0.303 -1.408 1.022 -0.744
H 0.806 -1.309 -2.644 -0.611 0.397 -0.278 0.187
H 1.289 0.305 -2.951 0.703 1.086 -1.754 0.177
H -0.554 -0.052 -2.878 1.228 -0.181 -0.351 0.177
H 0.683 0.920 -0.971 0.171 1.372 -0.042 0.474
```
Positions in Å, forces in eV/Å.

Properties
* multiplicity: 1
* SMILES: O=C(F)CF.CO



Number 1: E_HOMO -10.6 eV, DFT total energy -7023.59595 Ha. Number 2: E_HOMO -11.1 eV, DFT total energy -468.07299 Ha.